DFT (ωB97M-V/def2-TZVPD) results for 20 unconnected molecules or ions with the total composition C56H160N8O32 in a non-equilibrium geometry.

## Properties
Strongest force on any atom in hartree/bohr: 0.0644
Spin multiplicity: 1
Molar mass in Da: 1457.9
ΔE to the lowest compared entry with this formula, charge and spin in kJ/mol: 0.0

Last columns: bonded neighbours and bond lengths (Å).
Cartesian coordinates (Å):
1 C 4.514 7.515 4.256  C2 1.560, H7 1.090, H8 1.090, H9 1.090
2 C 4.455 6.520 3.056  C1 1.560, C3 1.591, N6 1.484, H10 1.090
3 C 3.160 6.564 2.133  C2 1.591, O4 1.395, H11 1.090, H12 1.090
4 O 1.998 6.270 2.847  C3 1.395, C5 1.461
5 C 1.766 4.841 3.043  O4 1.461, H13 1.090, H14 1.090, H15 1.090
6 N 5.696 6.688 2.259  C2 1.484, H16 1.010, H17 1.010
7 H 3.526 7.350 4.686  C1 1.090
8 H 4.542 8.539 3.883  C1 1.090
9 H 5.264 7.267 5.008  C1 1.090
10 H 4.593 5.530 3.493  C2 1.090
11 H 3.301 5.903 1.279  C3 1.090
12 H 3.192 7.581 1.743  C3 1.090
13 H 2.598 4.357 3.555  C5 1.090
14 H 1.537 4.260 2.149  C5 1.090
15 H 0.839 4.745 3.607  C5 1.090
16 H 5.457 7.579 1.848  N6 1.010
17 H 6.440 6.847 2.923  N6 1.010
18 C -3.594 2.168 0.284  C19 1.530, H24 1.090, H25 1.090, H26 1.090
19 C -4.253 3.504 -0.065  C18 1.530, C20 1.574, N23 1.454, H27 1.090
20 C -3.158 4.575 -0.427  C19 1.574, O21 1.372, H28 1.090, H29 1.090
21 O -2.314 4.807 0.629  C20 1.372, C22 1.455
22 C -1.114 5.486 0.164  O21 1.455, H30 1.090, H31 1.090, H32 1.090
23 N -5.134 3.267 -1.197  C19 1.454, H33 1.010, H34 1.010
24 H -4.325 1.416 0.581  C18 1.090
25 H -2.907 2.248 1.126  C18 1.090
26 H -2.957 1.892 -0.557  C18 1.090
27 H -4.881 3.822 0.768  C19 1.090
28 H -3.546 5.562 -0.675  C20 1.090
29 H -2.716 4.358 -1.399  C20 1.090
30 H -0.663 4.954 -0.674  C22 1.090
31 H -0.473 5.439 1.044  C22 1.090
32 H -1.274 6.555 0.029  C22 1.090
33 H -4.596 2.933 -1.984  N23 1.010
34 H -5.376 4.193 -1.521  N23 1.010
35 C -2.035 6.079 6.715  C36 1.542, H41 1.090, H42 1.090, H43 1.090
36 C -1.456 5.856 5.303  C35 1.542, C37 1.529, N40 1.479, H44 1.090
37 C -2.483 5.530 4.218  C36 1.529, O38 1.443, H45 1.090, H46 1.090
38 O -3.322 4.374 4.425  C37 1.443, C39 1.398
39 C -3.026 3.334 3.539  O38 1.398, H47 1.090, H48 1.090, H49 1.090
40 N -0.797 7.150 5.025  C36 1.479, H50 1.010, H51 1.010
41 H -2.515 7.056 6.769  C35 1.090
42 H -1.287 6.050 7.507  C35 1.090
43 H -2.841 5.352 6.821  C35 1.090
44 H -0.646 5.128 5.357  C36 1.090
45 H -1.995 5.446 3.247  C37 1.090
46 H -3.165 6.362 4.042  C37 1.090
47 H -3.273 3.609 2.514  C39 1.090
48 H -3.661 2.449 3.568  C39 1.090
49 H -1.996 2.980 3.495  C39 1.090
50 H -0.260 7.503 5.804  N40 1.010
51 H -0.106 6.997 4.305  N40 1.010
52 C 6.901 2.431 -4.506  C53 1.533, H58 1.090, H59 1.090, H60 1.090
53 C 6.773 1.530 -3.272  C52 1.533, C54 1.560, N57 1.439, H61 1.090
54 C 6.193 0.142 -3.682  C53 1.560, O55 1.429, H62 1.090, H63 1.090
55 O 4.881 0.023 -4.237  C54 1.429, C56 1.425
56 C 3.802 0.476 -3.424  O55 1.425, H64 1.090, H65 1.090, H66 1.090
57 N 8.038 1.455 -2.589  C53 1.439, H67 1.010, H68 1.010
58 H 7.472 1.946 -5.297  C52 1.090
59 H 7.361 3.379 -4.228  C52 1.090
60 H 5.906 2.580 -4.926  C52 1.090
61 H 5.953 1.954 -2.693  C53 1.090
62 H 6.129 -0.431 -2.757  C54 1.090
63 H 6.969 -0.302 -4.307  C54 1.090
64 H 3.743 1.564 -3.373  C56 1.090
65 H 3.820 0.016 -2.437  C56 1.090
66 H 2.837 0.259 -3.883  C56 1.090
67 H 8.084 0.601 -2.053  N57 1.010
68 H 8.641 1.261 -3.376  N57 1.010
69 C 0.477 4.647 -3.370  C70 1.527, H75 1.090, H76 1.090, H77 1.090
70 C 0.174 5.449 -4.634  C69 1.527, C71 1.579, N74 1.467, H78 1.090
71 C -0.999 6.489 -4.445  C70 1.579, O72 1.459, H79 1.090, H80 1.090
72 O -2.219 5.792 -4.055  C71 1.459, C73 1.397
73 C -3.368 6.548 -3.812  O72 1.397, H81 1.090, H82 1.090, H83 1.090
74 N 1.412 6.040 -5.153  C70 1.467, H84 1.010, H85 1.010
75 H -0.308 3.959 -3.056  C69 1.090
76 H 0.814 5.365 -2.622  C69 1.090
77 H 1.360 4.033 -3.542  C69 1.090
78 H -0.179 4.695 -5.337  C70 1.090
79 H -1.380 7.017 -5.319  C71 1.090
80 H -0.810 7.168 -3.614  C71 1.090
81 H -4.254 5.926 -3.682  C73 1.090
82 H -3.544 7.269 -4.610  C73 1.090
83 H -3.342 7.127 -2.889  C73 1.090
84 H 1.148 6.768 -5.802  N74 1.010
85 H 1.755 6.669 -4.441  N74 1.010
86 C -1.645 -6.254 0.348  C87 1.596, H92 1.090, H93 1.090, H94 1.090
87 C -1.838 -6.676 -1.179  C86 1.596, C88 1.555, N91 1.444, H95 1.090
88 C -1.358 -8.144 -1.363  C87 1.555, O89 1.455, H96 1.090, H97 1.090
89 O -0.033 -8.323 -0.790  C88 1.455, C90 1.401
90 C 1.072 -7.877 -1.527  O89 1.401, H98 1.090, H99 1.090, H100 1.090
91 N -3.203 -6.537 -1.627  C87 1.444, H101 1.010, H102 1.010
92 H -1.916 -5.222 0.569  C86 1.090
93 H -0.641 -6.463 0.716  C86 1.090
94 H -2.211 -6.905 1.015  C86 1.090
95 H -1.227 -5.971 -1.744  C87 1.090
96 H -1.372 -8.482 -2.399  C88 1.090
97 H -2.069 -8.795 -0.855  C88 1.090
98 H 1.225 -8.363 -2.491  C90 1.090
99 H 2.033 -7.890 -1.013  C90 1.090
100 H 0.976 -6.835 -1.832  C90 1.090
101 H -3.735 -7.297 -1.228  N91 1.010
102 H -3.126 -6.788 -2.603  N91 1.010
103 C -6.875 -3.145 -1.674  C104 1.476, H109 1.090, H110 1.090, H111 1.090
104 C -6.219 -4.377 -1.192  C103 1.476, C105 1.515, N108 1.491, H112 1.090
105 C -6.273 -5.453 -2.257  C104 1.515, O106 1.426, H113 1.090, H114 1.090
106 O -7.593 -5.884 -2.579  C105 1.426, C107 1.377
107 C -7.614 -6.624 -3.740  O106 1.377, H115 1.090, H116 1.090, H117 1.090
108 N -4.813 -4.120 -0.766  C104 1.491, H118 1.010, H119 1.010
109 H -6.362 -2.648 -2.497  C103 1.090
110 H -6.967 -2.494 -0.805  C103 1.090
111 H -7.894 -3.365 -1.993  C103 1.090
112 H -6.807 -4.731 -0.345  C104 1.090
113 H -5.644 -6.295 -1.970  C105 1.090
114 H -5.766 -5.085 -3.149  C105 1.090
115 H -8.652 -6.859 -3.978  C107 1.090
116 H -6.948 -7.482 -3.828  C107 1.090
117 H -7.280 -5.993 -4.563  C107 1.090
118 H -4.195 -4.898 -0.949  N108 1.010
119 H -4.373 -3.417 -1.342  N108 1.010
120 C 5.670 0.780 3.938  C121 1.535, H126 1.090, H127 1.090, H128 1.090
121 C 4.664 1.760 3.319  C120 1.535, C122 1.555, N125 1.456, H129 1.090
122 C 4.975 2.182 1.855  C121 1.555, O123 1.515, H130 1.090, H131 1.090
123 O 3.935 3.147 1.325  C122 1.515, C124 1.385
124 C 3.901 3.183 -0.059  O123 1.385, H132 1.090, H133 1.090, H134 1.090
125 N 3.463 0.947 3.194  C121 1.456, H135 1.010, H136 1.010
126 H 5.507 0.503 4.980  C120 1.090
127 H 6.613 1.323 3.875  C120 1.090
128 H 5.859 -0.165 3.428  C120 1.090
129 H 4.549 2.548 4.064  C121 1.090
130 H 5.226 1.452 1.085  C122 1.090
131 H 5.928 2.710 1.852  C122 1.090
132 H 3.672 2.174 -0.401  C124 1.090
133 H 4.868 3.483 -0.463  C124 1.090
134 H 3.061 3.795 -0.386  C124 1.090
135 H 3.720 0.249 2.511  N125 1.010
136 H 2.778 1.482 2.679  N125 1.010
137 C 4.531 -2.718 1.455  C138 1.525, O140 1.453, H141 1.090, H142 1.090
138 C 4.638 -1.666 0.356  C137 1.525, O139 1.397, H143 1.090, H144 1.090
139 O 3.528 -0.817 0.385  C138 1.397, H145 0.960
140 O 5.826 -3.372 1.548  C137 1.453, H146 0.960
141 H 3.803 -3.490 1.206  C137 1.090
142 H 4.264 -2.319 2.433  C137 1.090
143 H 4.836 -2.140 -0.605  C138 1.090
144 H 5.417 -0.971 0.670  C138 1.090
145 H 3.062 -0.950 -0.443  O139 0.960
146 H 5.726 -4.323 1.632  O140 0.960
147 C 1.430 -3.820 -0.433  C148 1.530, O150 1.421, H151 1.090, H152 1.090
148 C 2.430 -3.894 -1.590  C147 1.530, O149 1.412, H153 1.090, H154 1.090
149 O 2.076 -3.162 -2.744  C148 1.412, H155 0.960
150 O 1.742 -4.730 0.613  C147 1.421, H156 0.960
151 H 0.395 -3.999 -0.725  C147 1.090
152 H 1.345 -2.831 0.016  C147 1.090
153 H 2.569 -4.968 -1.717  C148 1.090
154 H 3.378 -3.497 -1.229  C148 1.090
155 H 2.861 -3.238 -3.292  O149 0.960
156 H 1.137 -4.712 1.358  O150 0.960
157 C 0.787 1.731 -5.860  C158 1.523, O160 1.422, H161 1.090, H162 1.090
158 C 0.050 0.444 -5.509  C157 1.523, O159 1.454, H163 1.090, H164 1.090
159 O 0.040 0.165 -4.082  C158 1.454, H165 0.960
160 O 0.525 2.122 -7.202  C157 1.422, H166 0.960
161 H 1.840 1.499 -5.707  C157 1.090
162 H 0.500 2.518 -5.163  C157 1.090
163 H 0.565 -0.455 -5.847  C158 1.090
164 H -0.947 0.537 -5.940  C158 1.090
165 H -0.336 -0.696 -3.884  O159 0.960
166 H 0.910 2.979 -7.400  O160 0.960
167 C -2.106 -0.184 4.883  C168 1.547, O170 1.402, H171 1.090, H172 1.090
168 C -2.637 -0.915 6.139  C167 1.547, O169 1.415, H173 1.090, H174 1.090
169 O -1.510 -1.234 6.931  C168 1.415, H175 0.960
170 O -2.991 0.125 3.842  C167 1.402, H176 0.960
171 H -1.228 -0.716 4.518  C167 1.090
172 H -1.688 0.785 5.154  C167 1.090
173 H -3.016 -1.823 5.671  C168 1.090
174 H -3.367 -0.306 6.672  C168 1.090
175 H -1.723 -1.971 7.508  O169 0.960
176 H -2.835 -0.535 3.162  O170 0.960
177 C -5.061 -4.044 4.656  C178 1.566, O180 1.431, H181 1.090, H182 1.090
178 C -4.153 -4.893 3.703  C177 1.566, O179 1.416, H183 1.090, H184 1.090
179 O -2.965 -4.205 3.357  C178 1.416, H185 0.960
180 O -4.592 -3.841 5.992  C177 1.431, H186 0.960
181 H -5.989 -4.616 4.657  C177 1.090
182 H -5.172 -3.009 4.334  C177 1.090
183 H -4.726 -4.990 2.781  C178 1.090
184 H -3.941 -5.866 4.145  C178 1.090
185 H -3.278 -3.399 2.940  O179 0.960
186 H -5.311 -3.303 6.330  O180 0.960
187 C 0.661 -3.560 3.491  C188 1.532, O190 1.408, H191 1.090, H192 1.090
188 C 0.325 -4.212 4.836  C187 1.532, O189 1.422, H193 1.090, H194 1.090
189 O 0.853 -5.529 4.916  C188 1.422, H195 0.960
190 O -0.249 -3.975 2.500  C187 1.408, H196 0.960
191 H 1.676 -3.815 3.186  C187 1.090
192 H 0.550 -2.484 3.627  C187 1.090
193 H -0.735 -4.226 5.087  C188 1.090
194 H 0.746 -3.620 5.649  C188 1.090
195 H 0.413 -6.057 4.245  O189 0.960
196 H -1.136 -4.068 2.856  O190 0.960
197 C 3.573 -3.742 -5.552  C198 1.570, O200 1.382, H201 1.090, H202 1.090
198 C 3.851 -2.741 -6.729  C197 1.570, O199 1.462, H203 1.090, H204 1.090
199 O 3.614 -1.327 -6.446  C198 1.462, H205 0.960
200 O 4.266 -3.553 -4.372  C197 1.382, H206 0.960
201 H 3.589 -4.797 -5.828  C197 1.090
202 H 2.553 -3.500 -5.256  C197 1.090
203 H 3.272 -2.956 -7.627  C198 1.090
204 H 4.899 -2.874 -6.998  C198 1.090
205 H 4.080 -0.996 -5.674  O199 0.960
206 H 5.147 -3.888 -4.554  O200 0.960
207 C -3.009 -2.929 -3.648  C208 1.548, O210 1.464, H211 1.090, H212 1.090
208 C -1.620 -3.448 -3.201  C207 1.548, O209 1.369, H213 1.090, H214 1.090
209 O -0.606 -2.582 -3.513  C208 1.369, H215 0.960
210 O -3.748 -2.276 -2.566  C207 1.464, H216 0.960
211 H -3.630 -3.734 -4.041  C207 1.090
212 H -2.980 -2.190 -4.449  C207 1.090
213 H -1.283 -4.337 -3.734  C208 1.090
214 H -1.719 -3.756 -2.161  C208 1.090
215 H 0.233 -2.936 -3.210  O209 0.960
216 H -3.919 -1.373 -2.841  O210 0.960
217 C 0.079 -0.254 -0.710  C218 1.552, O220 1.443, H221 1.090, H222 1.090
218 C 0.304 0.360 0.697  C217 1.552, O219 1.420, H223 1.090, H224 1.090
219 O 0.633 -0.679 1.607  C218 1.420, H225 0.960
220 O 1.332 -0.518 -1.374  C217 1.443, H226 0.960
221 H -0.368 0.549 -1.296  C217 1.090
222 H -0.611 -1.096 -0.765  C217 1.090
223 H -0.592 0.860 1.067  C218 1.090
224 H 1.055 1.149 0.702  C218 1.090
225 H 1.556 -0.819 1.381  O219 0.960
226 H 1.191 -0.615 -2.319  O220 0.960
227 C -4.487 -1.640 1.125  C228 1.486, O230 1.463, H231 1.090, H232 1.090
228 C -3.017 -1.625 0.917  C227 1.486, O229 1.440, H233 1.090, H234 1.090
229 O -2.285 -1.667 2.157  C228 1.440, H235 0.960
230 O -4.996 -2.894 1.683  C227 1.463, H236 0.960
231 H -5.050 -1.568 0.194  C227 1.090
232 H -4.812 -0.887 1.844  C227 1.090
233 H -2.729 -0.669 0.480  C228 1.090
234 H -2.711 -2.446 0.269  C228 1.090
235 H -1.454 -2.127 2.016  O229 0.960
236 H -5.044 -3.488 0.930  O230 0.960
237 C 2.280 -0.760 5.928  C238 1.566, O240 1.474, H241 1.090, H242 1.090
238 C 3.296 -1.947 5.818  C237 1.566, O239 1.416, H243 1.090, H244 1.090
239 O 3.937 -1.854 7.077  C238 1.416, H245 0.960
240 O 2.903 0.571 5.809  C237 1.474, H246 0.960
241 H 1.549 -0.883 6.728  C237 1.090
242 H 1.653 -0.834 5.039  C237 1.090
243 H 3.987 -1.753 4.998  C238 1.090
244 H 2.840 -2.925 5.658  C238 1.090
245 H 4.401 -1.023 7.204  O239 0.960
246 H 3.147 0.709 4.891  O240 0.960
247 C -3.457 1.177 -4.108  C248 1.533, O250 1.454, H251 1.090, H252 1.090
248 C -2.565 2.358 -3.708  C247 1.533, O249 1.430, H253 1.090, H254 1.090
249 O -3.419 3.501 -3.606  C248 1.430, H255 0.960
250 O -4.082 0.551 -2.954  C247 1.454, H256 0.960
251 H -2.875 0.388 -4.585  C247 1.090
252 H -4.203 1.572 -4.797  C247 1.090
253 H -1.776 2.535 -4.438  C248 1.090
254 H -1.992 2.331 -2.781  C248 1.090
255 H -2.921 4.317 -3.698  O249 0.960
256 H -5.019 0.742 -3.043  O250 0.960